#1
Density functional theory data (ωB97M-V/def2-TZVPD) for a cluster of 2 separate species, C2H5NO4 in total.

CARTESIAN COORDINATES (ANGSTROEM)
O 1.0286 1.1985 1.2433
C 0.0663 0.5918 0.8698
N 0.0502 -0.8096 0.7376
C -0.3595 -1.7499 1.7516
O -1.2789 -2.4669 1.4526
O 0.0700 -1.4195 2.9547
H -0.9097 1.1589 0.8352
H -0.4428 -1.1046 -0.1085
H 0.5459 -0.5772 2.8881
O 0.3507 3.5602 -7.0414
H 0.4037 3.2193 -6.1418
H -0.0210 2.8011 -7.4959

Summary:
- SMILES string = O=CNC(=O)O.O
- LUMO energy (eV) = 0.26
- E_HOMO (eV) = -10.81
- HOMO-LUMO gap (eV) = 11.1
- spin multiplicity = 1
- net charge = 0

Partial charges, Mulliken, in e: -0.410 0.031 -0.329 0.673 -0.514 -0.423 0.331 0.290 0.351 -0.635 0.317 0.318

#2
Density functional theory data (ωB97M-V/def2-TZVPD) for a cluster of 2 separate species, C2H5NO4 in total.

CARTESIAN COORDINATES (ANGSTROEM)
O 0.4462 -0.4137 1.5232
C 0.2044 -0.5778 0.3458
N -0.6024 -1.5744 -0.2194
O -0.7576 -1.2753 -1.5572
C -0.0684 -0.0924 -1.7656
O 0.6313 0.2390 -0.5788
H -1.4727 -1.7941 0.2646
H 0.5971 -0.3135 -2.5807
H -0.7085 0.7466 -1.9991
O 0.2304 2.9250 1.9179
H 0.6791 2.4170 2.6292
H -0.0960 2.1867 1.3008

Summary:
- SMILES string = O=C1NOCO1.O
- LUMO energy (eV) = 0.46
- E_HOMO (eV) = -10.09
- HOMO-LUMO gap (eV) = 10.6
- spin multiplicity = 1
- net charge = 0

Partial charges, Mulliken, in e: -0.557 0.503 -0.085 -0.269 -0.051 -0.262 0.277 0.192 0.251 -0.654 0.331 0.324

#3
Density functional theory data (ωB97M-V/def2-TZVPD) for a cluster of 2 separate species, C2H5NO4 in total.

CARTESIAN COORDINATES (ANGSTROEM)
O 1.4645 -0.3276 -1.4040
C 0.7502 0.5655 -0.9892
N 0.1854 0.4950 0.2773
C 0.5567 -0.5184 1.2225
O -0.2572 -1.1128 1.8425
O 1.8920 -0.6996 1.3220
H 0.5899 1.4659 -1.5772
H -0.7818 0.7672 0.3274
H 2.2042 -0.6119 0.3917
O -3.6494 1.3628 -1.6709
H -4.2285 0.8588 -2.2457
H -3.1084 0.6953 -1.2024

Summary:
- SMILES string = O=CNC(=O)O.O
- LUMO energy (eV) = 0.25
- E_HOMO (eV) = -11.20
- HOMO-LUMO gap (eV) = 11.5
- spin multiplicity = 1
- net charge = 0

Partial charges, Mulliken, in e: -0.578 0.104 -0.203 0.563 -0.478 -0.468 0.426 0.275 0.360 -0.630 0.326 0.304

Least stable of them? #2.

#1
Density functional theory data (ωB97M-V/def2-TZVPD) for an isolated molecule of C2H5N3OS.

CARTESIAN COORDINATES (ANGSTROEM)
C -1.6281 0.7650 -0.8214
S -0.6154 -0.3335 0.0175
N -0.2320 0.4659 1.4163
O -1.3339 -1.5598 0.3048
N 1.2878 -0.9450 -0.6240
C 2.3190 -0.2598 -0.2371
N 3.3349 0.2815 -0.1453
H -1.8808 0.2081 -1.6853
H -1.2669 1.6689 -1.1775
H -0.8842 0.1756 2.1404
H -0.3486 1.4694 1.2450
H 1.2481 -1.9364 -0.4334

Summary:
- SMILES string = C=[S@@](N)(=O)NC#N
- LUMO energy (spin up / spin down) (eV) = -1.14 / -1.14
- E_HOMO (spin up / spin down) (eV) = -9.59 / -9.59
- HOMO-LUMO gap (spin up / spin down) (eV) = 8.4 / 8.4
- spin multiplicity = 1
- net charge = 0

Partial charges, Mulliken, in e: -0.877 0.971 -0.562 -0.585 -0.514 0.438 -0.453 0.274 0.405 0.314 0.291 0.299

#2
Density functional theory data (ωB97M-V/def2-TZVPD) for an isolated molecule of C2H5N3OS.

CARTESIAN COORDINATES (ANGSTROEM)
H -0.8699 -1.7319 1.3450
N -0.4504 -1.8471 0.4647
C -0.0104 -0.8440 -0.2511
N 0.8512 -1.1277 -1.2923
N -0.3970 0.5574 -0.0095
S 0.1689 1.7935 -0.9825
C -0.6891 1.0074 1.3672
O -1.1752 0.2351 2.2107
H 1.2030 -2.0320 -1.4053
H 0.7109 -0.7440 -2.3473
H 1.3168 2.5198 -0.2788
H -0.6588 2.2134 1.1791

Summary:
- SMILES string = [H]/N=C(/N)N(S)C=O
- LUMO energy (eV) = 0.01
- E_HOMO (eV) = -9.35
- HOMO-LUMO gap (eV) = 9.4
- spin multiplicity = 1
- net charge = 0

Partial charges, Mulliken, in e: 0.312 -0.706 0.525 -0.485 -0.006 -0.260 0.227 -0.495 0.246 0.245 0.172 0.226

Least stable of them? #1.

#1
Density functional theory data (ωB97M-V/def2-TZVPD) for an isolated molecule of C3H3Cl2NS.

CARTESIAN COORDINATES (ANGSTROEM)
S -0.3956 -2.1473 1.0735
C -0.5101 -0.5339 1.2789
C -0.0689 0.5391 0.3309
Cl 1.1224 1.6717 1.2485
N 0.5296 0.0830 -0.8661
C 1.6200 -0.4738 -0.9534
Cl 2.7553 -1.0852 0.2662
H -1.0632 -0.1819 2.0362
H -0.9856 1.1582 0.1920
H 1.9506 -0.8963 -1.8437

Summary:
- SMILES string = S=C[C@@H](Cl)/N=C\Cl
- LUMO energy (eV) = -1.05
- E_HOMO (eV) = -9.26
- HOMO-LUMO gap (eV) = 8.2
- spin multiplicity = 1
- net charge = 0

Partial charges, Mulliken, in e: -0.152 -0.485 0.156 -0.167 -0.371 -0.021 -0.110 0.399 0.357 0.393

#2
Density functional theory data (ωB97M-V/def2-TZVPD) for an isolated molecule of C3H3Cl2NS.

CARTESIAN COORDINATES (ANGSTROEM)
C 0.7182 0.6422 -0.1664
C 1.6338 -0.2207 0.1195
C -0.7512 0.4196 0.1165
N -1.0755 -1.0131 0.3033
S -1.0148 -2.0702 -0.9238
Cl 1.1195 2.2492 -0.7732
Cl 3.2963 -0.4212 -0.1035
H -0.9840 0.8096 1.0162
H -1.3916 0.7920 -0.8057
H -1.5506 -1.1874 1.2172

Summary:
- LUMO energy (spin up / spin down) (eV) = -0.91 / -1.30
- E_HOMO (spin up / spin down) (eV) = -8.90 / -8.42
- HOMO-LUMO gap (spin up / spin down) (eV) = 8.0 / 7.1
- spin multiplicity = 1
- net charge = 0

Partial charges, Mulliken, in e: 0.378 -0.132 -0.486 -0.258 -0.134 -0.181 -0.100 0.380 0.266 0.266

Least stable of them? #2.

#1
Density functional theory data (ωB97M-V/def2-TZVPD) for a structure of composition C19H26BrClNO6Si2V.

CARTESIAN COORDINATES (ANGSTROEM)
V 0.9802 -0.9311 0.6082
C -0.7883 2.2774 -0.9151
Si 0.2665 1.0762 -1.8839
C -0.1770 0.9007 -3.6880
C 2.0968 1.4522 -1.7755
C 0.1224 -0.7319 -1.0227
C 1.0432 -1.7069 -1.6647
C 0.9748 -2.5683 -2.7461
C 2.1116 -3.3118 -3.0292
C 3.2529 -3.2071 -2.2333
C 3.2410 -2.3596 -1.1442
N 2.1483 -1.6267 -0.9039
Si -1.8332 -1.2801 -0.6203
C -1.8643 -3.1465 -0.6870
C -2.7862 -0.6299 -2.0923
C -2.4190 -0.5126 0.9753
H -0.3482 3.2736 -1.0186
H -0.8293 2.0577 0.1526
H -1.8124 2.3434 -1.2811
H 0.3722 1.6820 -4.2220
H -1.2323 1.0301 -3.9153
H 0.1584 -0.0483 -4.1110
H 2.2080 2.5014 -2.0689
H 2.6572 0.8625 -2.5046
H 2.5805 1.3502 -0.8035
H 0.0861 -2.6367 -3.3578
H 2.1145 -3.9828 -3.8782
H 4.1385 -3.7857 -2.4529
H 4.0763 -2.2419 -0.4677
H -1.6816 -3.5181 -1.6960
H -2.9025 -3.4059 -0.4464
H -1.2343 -3.6881 0.0161
H -2.4302 -1.0085 -3.0492
H -2.8716 0.4528 -2.1336
H -3.8008 -1.0224 -1.9528
H -1.7210 -0.5733 1.8087
H -3.3192 -1.0494 1.2875
H -2.6909 0.5342 0.8330
O 1.0843 -1.5761 3.6537
Cl 1.2053 -2.5565 2.6592
O 1.2069 -3.8805 3.0596
O 2.3175 -2.2200 1.7209
O 0.0406 -2.2852 1.6190
Br 0.9547 5.1459 1.6817
C 0.0608 3.9183 2.7805
C -0.9358 4.3843 3.6261
C -1.6275 3.5032 4.4393
C -1.3538 2.1382 4.4169
C -0.3860 1.6530 3.5659
C 0.3296 2.5360 2.7497
C 1.4168 2.0617 1.9257
O 2.4521 2.3623 1.5341
O 0.9263 0.6004 1.2752
H -1.1610 5.4414 3.6453
H -2.3887 3.8901 5.1039
H -1.8880 1.4625 5.0699
H -0.1412 0.6003 3.5577

Summary:
- LUMO energy (spin up / spin down) (eV) = -9.00 / -8.98
- E_HOMO (spin up / spin down) (eV) = -14.73 / -14.73
- HOMO-LUMO gap (spin up / spin down) (eV) = 5.7 / 5.7
- spin multiplicity = 1
- net charge = +2

Partial charges, Mulliken, in e: -0.145 -0.548 0.373 -1.122 -1.191 2.418 -0.215 -0.615 -0.489 -0.817 -0.412 -0.233 0.111 -1.169 -1.029 -0.862 0.419 -0.195 0.440 0.419 0.366 0.326 0.497 0.349 0.262 0.627 0.533 0.478 0.553 0.357 0.480 0.354 0.334 0.305 0.461 0.173 0.584 0.323 -0.486 1.711 -0.458 -0.579 -0.587 -0.074 -0.221 -0.489 -0.528 -0.978 0.167 0.589 0.400 -0.259 -0.513 0.464 0.424 0.467 0.448

#2
Density functional theory data (ωB97M-V/def2-TZVPD) for a structure of composition C19H26BrClNO6Si2V.

CARTESIAN COORDINATES (ANGSTROEM)
V 0.7228 1.3562 0.0683
C -0.9707 0.7847 -3.8953
Si 0.6524 0.2822 -3.0982
C 1.3330 -1.2953 -3.8607
C 1.9872 1.5914 -3.2845
C 0.3855 -0.1456 -1.1630
C 1.6581 -0.7023 -0.6044
C 2.1450 -2.0015 -0.5906
C 3.4238 -2.1915 -0.0834
C 4.1624 -1.1256 0.4373
C 3.6004 0.1341 0.4587
N 2.3865 0.2998 -0.0743
Si -1.2877 -1.0789 -0.6370
C -1.0671 -1.9322 1.0073
C -1.4665 -2.3726 -1.9892
C -2.7043 0.1402 -0.6242
H -0.7422 1.1105 -4.9128
H -1.4931 1.6003 -3.4031
H -1.6569 -0.0560 -3.9872
H 1.5208 -1.0314 -4.9056
H 0.6642 -2.1525 -3.8588
H 2.2956 -1.5938 -3.4387
H 2.0368 1.7895 -4.3586
H 2.9653 1.1948 -2.9986
H 1.8567 2.5478 -2.7880
H 1.5696 -2.8151 -1.0092
H 3.8580 -3.1830 -0.0912
H 5.1601 -1.2794 0.8220
H 4.0849 1.0069 0.8751
H -0.0918 -2.4007 1.1459
H -1.8059 -2.7380 1.0370
H -1.2644 -1.2806 1.8564
H -0.6036 -3.0303 -2.0967
H -1.7228 -1.9639 -2.9620
H -2.3017 -3.0098 -1.6772
H -2.5154 1.0821 -0.1065
H -3.5220 -0.3489 -0.0863
H -3.0583 0.3666 -1.6286
O 0.1900 4.8084 -1.4717
Cl 0.1959 3.7604 -0.5753
O -0.3033 3.9806 0.7092
O 1.5731 3.1251 -0.4017
O -0.4815 2.5057 -1.1019
Br -2.5594 3.1383 3.3748
C -2.1697 1.4409 4.0916
C -3.0965 0.7682 4.8724
C -2.7923 -0.4913 5.3641
C -1.5774 -1.1048 5.0743
C -0.6510 -0.4527 4.2844
C -0.9513 0.8228 3.8078
C 0.0648 1.5795 3.0923
O 0.8031 2.4506 3.2100
O 0.1756 0.8668 1.5717
H -4.0459 1.2351 5.0939
H -3.5184 -1.0012 5.9823
H -1.3540 -2.0834 5.4739
H 0.3035 -0.9071 4.0535

Summary:
- LUMO energy (eV) = -9.29
- E_HOMO (eV) = -14.85
- HOMO-LUMO gap (eV) = 5.6
- spin multiplicity = 1
- net charge = +2

Partial charges, Mulliken, in e: 0.139 -0.981 0.192 -1.137 -1.127 2.711 -0.874 -0.578 -0.472 -0.899 -0.525 -0.086 0.178 -0.890 -1.001 -1.097 0.473 0.290 0.298 0.442 0.352 0.365 0.448 0.303 0.330 0.544 0.544 0.517 0.618 0.351 0.597 -0.031 0.288 0.297 0.462 0.304 0.488 0.352 -0.464 1.808 -0.498 -0.496 -0.463 -0.091 0.181 -0.495 -0.593 -0.699 -0.284 0.944 -0.278 -0.328 -0.291 0.464 0.436 0.457 0.502

Least stable of them? #2.

#1
Density functional theory data (ωB97M-V/def2-TZVPD) for a cluster of 2 separate species, CHINOS in total.

CARTESIAN COORDINATES (ANGSTROEM)
C -0.1467 -0.1543 -2.1820
N 0.0950 0.2520 -1.0988
O -0.6321 -0.5596 -3.2238
S 0.8106 -0.0801 0.4236
I -0.2619 0.3022 3.9482
H 0.1350 0.2399 2.1328

Summary:
- LUMO energy (eV) = 3.20
- E_HOMO (eV) = -4.19
- HOMO-LUMO gap (eV) = 7.4
- spin multiplicity = 1
- net charge = -1

Partial charges, Mulliken, in e: 0.522 -0.204 -0.599 -0.346 -0.433 0.062

#2
Density functional theory data (ωB97M-V/def2-TZVPD) for a structure of composition CHINOS.

CARTESIAN COORDINATES (ANGSTROEM)
C -0.3353 0.7614 -0.0235
N 0.1027 -0.4593 -0.1906
O 0.2062 1.8032 0.1978
S -2.0622 0.3661 -0.0792
I 2.4771 -1.1780 -0.0378
H -0.3884 -1.2934 0.1331

Summary:
- LUMO energy (spin up / spin down) (eV) = 2.44 / 2.43
- E_HOMO (spin up / spin down) (eV) = -3.94 / -4.29
- HOMO-LUMO gap (spin up / spin down) (eV) = 6.4 / 6.7
- spin multiplicity = 1
- net charge = -1

Partial charges, Mulliken, in e: 0.579 -0.517 -0.557 -0.506 -0.288 0.289

#3
Density functional theory data (ωB97M-V/def2-TZVPD) for the ion CHINOS with charge -1.

CARTESIAN COORDINATES (ANGSTROEM)
O -1.7194 -0.3165 -0.1031
C -0.6513 -0.3007 0.3954
S -0.1322 -0.7562 1.9872
N 0.5043 0.4189 -0.1169
I 0.7943 1.2811 -2.0821
H 1.2043 -0.3266 -0.0805

Summary:
- SMILES string = [O-]C(=S)NI
- LUMO energy (spin up / spin down) (eV) = 2.82 / 2.82
- E_HOMO (spin up / spin down) (eV) = -3.61 / -3.61
- HOMO-LUMO gap (spin up / spin down) (eV) = 6.4 / 6.4
- spin multiplicity = 1
- net charge = -1

Partial charges, Mulliken, in e: -0.531 0.348 -0.513 -0.484 -0.121 0.301

Least stable of them? #2.

#1
Density functional theory data (ωB97M-V/def2-TZVPD) for a structure of composition H12O6Ti.

CARTESIAN COORDINATES (ANGSTROEM)
Ti -0.2667 -0.0741 -0.2865
O -1.4630 -1.5696 1.1950
H -2.3468 -1.9591 1.2605
H -1.3112 -1.1439 2.0494
O 1.6933 -0.8148 1.1376
H 1.4432 -1.3272 1.9189
H 2.2958 -1.3882 0.6405
O 1.5392 1.3277 -1.3756
H 1.7318 2.1517 -0.9055
H 1.5679 1.5481 -2.3142
O -2.1002 1.2928 -1.0018
H -2.9153 1.5783 -0.5730
H -1.8018 2.0488 -1.5227
O -0.0833 -1.9647 -1.6662
H 0.4706 -2.6317 -1.2378
H -0.7000 -2.4658 -2.2153
O 0.5542 1.8380 1.2941
H 0.3492 2.2561 2.1385
H 1.3432 1.2976 1.4641

Summary:
- LUMO energy (spin up / spin down) (eV) = -2.89 / -3.33
- E_HOMO (spin up / spin down) (eV) = -7.71 / -15.54
- HOMO-LUMO gap (spin up / spin down) (eV) = 4.8 / 12.2
- spin multiplicity = 4
- net charge = +1

Partial charges, Mulliken, in e: 0.385 -0.485 0.269 0.315 -0.526 0.293 0.304 -0.517 0.319 0.303 -0.446 0.285 0.302 -0.472 0.305 0.299 -0.538 0.258 0.345

#2
Density functional theory data (ωB97M-V/def2-TZVPD) for a structure of composition H12O6Ti.

CARTESIAN COORDINATES (ANGSTROEM)
Ti 11.2668 3.6566 -15.0000
O 8.9541 3.7385 -14.9720
H 8.4765 4.3130 -15.5704
H 8.3650 3.6258 -14.2260
O 10.8503 6.0889 -14.6482
H 11.7129 6.2828 -14.2813
H 10.2329 6.4740 -14.0263
O 11.5998 3.0812 -12.3826
H 12.2287 3.3020 -11.6957
H 11.1676 2.2878 -12.0663
O 11.0876 1.4405 -15.0442
H 11.3730 0.7701 -14.4234
H 10.2273 1.1428 -15.3402
O 11.5376 3.5415 -17.3405
H 12.1817 3.9314 -17.9316
H 10.9141 3.1038 -17.9201
O 13.7202 3.6339 -15.1815
H 14.0097 3.2505 -14.3536
H 14.5004 4.0625 -15.5333

Summary:
- LUMO energy (spin up / spin down) (eV) = -2.80 / -3.30
- E_HOMO (spin up / spin down) (eV) = -7.25 / -15.47
- HOMO-LUMO gap (spin up / spin down) (eV) = 4.5 / 12.2
- spin multiplicity = 4
- net charge = +1

Partial charges, Mulliken, in e: 0.139 -0.371 0.278 0.267 -0.501 0.307 0.300 -0.428 0.273 0.267 -0.419 0.268 0.301 -0.364 0.251 0.270 -0.386 0.279 0.270

Least stable of them? #2.